1.
Here is C4H5NO as an isolated structure at a distorted geometry from the OMol25 dataset. Energies are from wB97M-V/def2-TZVPD.

Structure (XYZ):
```
11
Properties=species:S:1:pos:R:3:forces:R:3
C 0.486 0.267 0.912 -3.4 -3.0 -0.3
H 1.144 1.329 -0.603 2.3 3.1 -1.9
H 1.330 -0.371 1.025 0.6 -0.7 1.0
C 0.516 0.553 -0.544 -0.7 -0.7 1.8
H -0.206 1.950 1.673 1.0 -1.9 0.6
O 0.327 1.136 1.969 -0.8 1.5 -1.9
H -0.191 -0.344 -2.392 0.6 0.1 -1.1
N -0.910 -1.125 0.723 2.7 2.7 2.7
H -1.587 -1.879 -0.903 -0.2 -0.7 -1.0
C -0.863 -1.195 -0.510 -1.0 -0.9 -0.9
C -0.046 -0.320 -1.349 -1.0 0.3 0.9
```
Forces are in eV/Å.

Results
**HOMO energy**: -8.693 eV
**Lowest unoccupied orbital energy**: 0.3 eV
**Largest force on an atom**: 4.7 eV/A
**Total charge**: 0
**ΔE to the lowest compared entry with this formula, charge and spin**: 80.5 kcal/mol



2.
Here is a 12-piece molecular cluster, C53H140N12O12 overall at a distorted geometry from the OMol25 dataset. Energies are from wB97M-V/def2-TZVPD.

Structure (XYZ):
```
217
Properties=species:S:1:pos:R:3:forces:R:3
H 15.522 19.195 17.529 -1.3 0.0 -0.3
H 16.944 15.346 18.852 -0.8 -0.6 0.2
H 20.584 11.384 17.858 0.4 0.3 0.0
H 26.637 13.595 16.619 0.5 0.6 0.3
H 20.130 15.580 12.984 -0.2 -0.2 -0.1
H 16.037 15.266 15.264 0.5 -0.5 0.3
H 22.287 18.382 20.139 0.7 0.2 0.4
H 20.761 22.019 20.689 -0.5 -0.1 -0.1
C 20.976 15.521 13.660 -0.1 -1.0 0.7
H 21.311 10.006 16.987 0.3 -0.1 0.2
C 16.130 18.285 9.602 0.9 -0.4 2.1
H 18.820 15.284 20.110 -0.3 0.6 -0.5
H 17.629 22.199 12.808 1.1 0.2 0.8
H 19.222 17.510 9.349 0.0 0.4 -0.1
H 16.794 22.805 9.493 0.3 -0.1 0.4
N 24.654 12.039 15.432 1.1 1.5 1.3
H 19.580 14.354 9.330 -0.6 -1.2 0.4
C 23.471 12.215 14.610 1.7 0.1 -0.8
H 23.106 16.475 14.783 -0.9 -0.3 1.1
H 19.854 17.409 18.114 -0.1 -0.4 -1.0
N 19.516 15.158 8.751 1.2 0.8 0.3
C 24.415 13.690 18.652 -1.4 -2.1 2.1
H 22.809 10.309 15.252 -0.2 0.5 -0.1
H 26.738 23.448 18.805 0.5 0.2 0.6
C 16.373 18.237 15.489 1.5 -0.6 1.2
C 20.284 17.397 9.093 -1.0 2.3 -0.6
H 14.311 20.144 16.600 0.1 -0.7 -0.4
H 24.829 12.327 12.940 -0.7 -0.2 0.0
O 20.805 21.559 18.549 -1.2 0.4 -1.0
H 24.401 22.802 18.162 -0.4 -0.7 0.1
H 17.107 18.620 10.089 -1.1 -0.2 -0.5
C 27.126 16.842 17.064 -2.3 -0.2 -0.1
C 16.832 13.479 14.735 -0.6 -1.5 0.2
H 19.491 15.874 15.633 0.2 0.7 -0.5
H 13.584 19.358 12.076 -0.4 -0.4 1.2
C 21.042 16.803 14.474 0.1 0.2 0.7
H 20.094 20.116 9.814 0.3 -0.3 -0.4
H 16.958 20.708 10.916 0.2 -0.8 0.3
H 18.639 23.863 19.901 0.4 -0.4 -0.3
H 26.817 17.021 16.033 -0.2 0.5 0.0
H 20.516 24.682 18.213 0.1 -0.2 0.8
H 26.010 23.115 15.576 -0.3 0.2 0.1
C 13.020 19.147 18.963 -1.7 1.6 -2.2
N 19.968 22.618 20.946 0.5 -1.2 -0.4
N 26.114 23.869 18.143 0.3 -0.2 -1.0
C 20.576 15.991 9.374 0.4 -0.1 0.2
C 13.746 21.110 8.856 0.8 0.4 -1.5
O 15.990 11.320 15.022 -0.7 -1.1 1.2
H 24.739 12.393 16.433 -1.0 -0.6 -2.2
C 26.128 16.825 12.546 -1.1 -2.0 -1.1
H 15.189 12.957 16.087 1.0 -0.6 0.1
H 20.829 14.390 18.938 -0.4 0.7 -0.2
O 20.810 17.025 19.818 1.4 0.1 0.2
H 22.192 14.578 9.268 0.0 0.4 -0.2
H 17.771 15.448 17.427 -0.4 -0.6 -1.0
H 23.650 19.084 14.550 1.1 -0.9 0.0
H 23.678 20.289 18.898 0.7 -0.5 0.2
H 29.174 19.285 12.651 0.2 -0.1 -0.3
C 16.528 21.651 11.181 -1.0 1.4 -0.6
C 25.030 23.058 16.078 0.6 0.9 1.3
H 16.000 9.884 16.548 0.2 0.2 0.4
H 16.143 13.480 13.865 0.1 0.2 0.3
H 12.999 21.883 8.951 -0.5 0.3 0.1
H 19.532 19.763 14.429 0.1 0.3 -0.6
H 13.071 18.680 13.771 -0.6 0.4 -0.4
H 16.333 17.310 9.162 -0.1 -0.1 -0.2
C 16.175 12.489 15.785 -0.2 1.6 -3.2
H 25.447 13.588 18.990 0.3 -0.1 -0.3
C 13.441 18.394 17.685 1.1 -1.4 -0.1
H 13.844 16.988 14.447 1.6 -1.3 -1.3
N 17.685 15.771 18.357 1.2 1.1 0.9
H 16.528 17.627 14.603 -0.3 0.4 -0.2
H 23.932 10.816 12.953 -0.2 -0.1 0.0
H 20.465 15.919 10.441 -0.1 -0.3 0.7
H 19.447 13.525 18.462 -0.6 0.4 0.0
H 26.707 14.764 12.682 -0.8 1.2 0.8
H 12.801 20.182 18.577 0.0 -0.6 0.5
H 24.909 18.566 12.854 0.2 -0.5 0.3
H 23.926 17.231 12.517 0.5 -0.5 0.3
H 24.763 15.678 16.270 0.2 0.9 -0.5
H 21.690 18.260 16.837 -0.2 0.3 -0.1
C 19.847 14.547 18.444 1.1 -0.5 -1.2
H 22.076 15.868 16.207 0.1 0.1 -0.4
C 21.994 15.638 9.012 0.7 -1.1 0.5
O 25.369 20.193 17.685 -0.1 0.0 0.1
H 26.717 24.256 17.407 -0.3 -0.2 0.4
H 13.852 20.866 7.771 -0.1 0.1 0.8
H 27.269 14.654 15.649 -0.2 0.9 -0.7
C 16.597 21.984 12.689 -0.7 -0.1 -1.4
C 21.476 22.015 17.360 0.3 -0.3 1.0
C 27.369 17.625 12.746 0.1 0.5 -0.1
C 25.323 22.754 17.593 -0.4 0.0 -2.0
H 21.861 15.377 13.050 0.4 -0.1 0.0
C 26.069 21.411 17.699 0.8 0.3 0.6
C 21.663 19.283 14.091 -2.2 -0.4 -0.4
H 26.816 21.273 16.905 -0.3 0.5 -0.2
H 17.291 23.513 10.862 0.0 1.2 0.5
H 23.382 17.991 16.793 0.4 -0.2 0.2
C 13.828 18.754 12.989 -0.3 0.2 -1.2
H 23.864 14.197 19.465 0.1 -0.1 0.0
C 22.510 18.032 16.159 0.1 -0.6 -0.6
H 27.775 20.204 13.233 0.4 -0.1 -0.3
H 23.086 12.349 12.399 0.8 -0.8 0.9
C 20.970 11.041 16.900 -1.4 -0.8 -0.8
H 26.877 15.328 18.486 -0.4 -0.4 -0.1
H 16.008 22.940 12.874 0.5 -1.5 0.1
C 20.687 24.378 19.280 -2.0 1.4 -0.5
H 24.478 22.309 15.524 -0.5 -0.2 0.3
H 13.641 19.326 19.812 1.0 -0.6 0.3
N 21.329 17.927 13.538 0.4 -0.6 0.3
H 22.176 15.768 7.954 0.0 0.0 -0.4
N 16.908 14.727 15.428 -0.1 2.3 -0.4
H 25.158 15.150 13.194 1.2 0.2 0.1
O 15.026 18.316 15.784 -1.8 -0.2 -0.8
H 16.195 17.916 12.313 -0.2 -0.6 -0.5
H 15.042 9.498 15.152 -0.1 0.2 -0.1
H 13.333 16.955 11.789 0.4 0.2 0.9
H 16.906 17.714 16.293 -0.1 -0.3 0.2
H 26.847 17.652 17.757 -0.3 -0.3 -0.4
O 24.206 14.296 17.469 1.6 2.0 -1.7
C 22.071 20.136 12.890 0.3 0.6 -0.7
C 15.338 10.317 15.809 -0.8 0.5 -0.5
H 20.127 11.001 16.205 -0.6 -0.3 0.2
C 18.155 12.954 14.162 1.3 1.2 1.7
H 20.706 20.941 14.986 0.2 2.0 0.3
C 18.962 15.629 19.056 0.3 -1.2 0.7
H 21.823 20.250 9.887 0.5 -0.4 0.2
O 20.213 17.947 12.651 0.1 0.7 -0.2
H 18.942 16.836 14.225 0.2 0.6 1.1
C 22.227 16.669 15.471 0.6 1.3 -1.0
H 22.788 19.557 12.328 0.4 -0.2 -0.3
H 15.806 19.009 8.907 -0.2 0.7 -0.9
C 24.679 19.781 18.855 -0.9 1.6 -0.5
H 17.606 15.370 15.032 -0.2 -0.6 0.1
H 25.232 20.005 19.759 0.3 0.1 0.3
H 12.038 18.756 19.273 0.5 0.0 0.2
H 26.086 16.689 11.422 -0.4 0.3 1.0
H 18.799 21.419 19.126 0.5 0.9 -0.8
C 21.036 19.645 9.454 -1.4 0.1 0.3
H 24.490 16.314 17.936 0.7 -0.5 -0.3
O 21.081 18.283 9.885 0.5 0.0 -0.2
C 14.603 19.093 16.850 0.7 0.9 2.5
O 15.002 21.569 9.299 0.2 -0.5 0.8
H 20.054 14.792 17.359 -0.1 -0.3 1.0
H 20.404 17.682 8.027 0.0 -0.3 0.3
H 14.285 16.552 17.275 0.8 -0.5 -0.9
H 19.193 22.519 17.683 -0.6 0.4 -0.4
H 20.804 22.129 16.529 -0.4 0.2 -0.3
H 21.953 22.939 17.605 0.3 0.9 -0.3
H 16.872 12.386 16.580 0.4 -0.3 1.1
H 22.753 16.228 9.545 -0.4 0.0 0.0
C 19.633 16.859 15.109 -0.4 -1.2 0.6
C 14.132 17.332 12.484 1.4 0.7 0.4
H 20.902 19.103 19.254 0.4 -0.7 0.2
H 18.992 12.920 14.931 -1.1 -0.3 -0.3
H 21.077 19.733 8.363 0.0 -0.1 0.1
H 15.747 16.371 11.377 0.0 0.8 0.2
C 19.601 23.333 19.726 0.7 0.7 -0.2
C 19.643 16.967 19.080 -1.4 2.3 0.8
H 18.614 13.676 13.465 -0.6 -0.4 -0.3
H 16.912 19.180 15.480 -0.3 0.6 -0.6
C 26.547 15.460 17.443 -0.2 1.2 0.5
N 14.448 16.528 13.676 -2.0 1.6 1.5
H 22.828 20.116 15.536 0.0 0.0 0.6
O 15.084 18.189 10.585 1.0 0.5 -1.7
H 21.666 23.960 19.323 0.7 -0.2 0.4
H 18.006 11.966 13.765 0.1 -0.2 -0.4
H 14.508 20.776 11.206 0.5 1.1 -0.5
H 13.452 20.242 9.399 -0.4 -0.8 0.4
H 24.536 18.726 18.775 -0.1 -0.7 -0.1
C 22.412 11.340 15.076 -2.5 -1.0 1.2
H 20.389 19.414 15.828 0.4 0.6 0.0
C 15.428 17.407 11.673 -0.4 -0.5 0.7
H 22.552 21.114 13.067 -0.1 -0.4 0.7
C 22.748 19.115 15.110 0.0 1.0 0.0
H 20.393 23.152 21.668 -0.1 1.2 0.6
O 21.880 11.882 16.303 1.7 0.4 -0.2
C 20.518 19.932 14.865 -1.5 -2.7 -0.1
H 20.832 14.653 14.387 0.3 0.9 -1.1
H 14.652 19.269 13.502 0.2 -0.5 -0.3
C 15.060 21.648 10.744 0.1 -0.6 -0.7
N 17.292 22.652 10.377 -0.5 -1.1 -0.3
N 27.195 14.468 16.627 -0.6 -2.1 0.6
H 19.383 17.566 15.934 0.3 0.0 -1.1
H 28.291 20.443 11.557 0.5 0.2 -0.1
H 20.612 17.904 11.764 0.0 0.2 0.1
H 22.282 21.358 17.037 -0.2 -0.5 0.4
H 18.927 17.741 19.517 0.3 -1.0 -0.3
N 13.904 17.016 18.056 -0.8 1.4 1.9
H 24.545 24.055 16.080 0.1 -0.6 -0.5
C 24.994 15.529 17.311 -0.9 -0.6 -0.1
N 26.146 15.485 13.217 0.3 -0.9 -1.0
H 24.664 17.372 14.106 0.3 -0.4 1.2
H 20.658 18.686 20.956 0.8 0.3 -0.1
C 21.224 18.388 20.051 -2.1 -0.5 -0.1
H 20.591 25.349 19.861 0.3 -1.3 -0.4
H 14.417 10.759 16.285 0.8 -0.5 -0.3
H 25.023 11.127 15.318 0.4 -0.8 0.2
H 26.704 21.593 18.583 -0.2 -1.0 0.4
H 14.584 17.062 18.848 -0.7 -0.1 -1.3
C 19.458 22.220 18.675 1.4 -1.6 1.7
C 24.854 17.474 13.075 -0.1 2.1 -2.6
H 19.951 14.853 7.898 -0.2 -0.3 -0.8
H 28.160 16.806 17.040 2.2 -0.3 0.1
H 21.568 11.259 14.370 0.1 0.0 0.0
C 23.825 11.886 13.131 0.2 1.2 -0.3
H 16.327 21.068 13.254 -0.1 1.0 0.1
C 28.215 19.699 12.340 -0.7 1.5 0.7
H 23.166 13.243 14.638 -0.3 0.6 0.3
H 23.941 12.676 18.511 0.6 0.7 0.6
H 21.291 20.407 12.159 -0.2 -0.5 0.7
H 27.461 17.924 13.790 0.0 0.3 0.3
O 27.304 18.769 11.879 -0.3 -1.4 0.5
H 14.050 15.633 13.558 -0.4 -1.4 -0.1
H 28.287 17.105 12.479 0.0 -0.5 0.1
H 12.482 18.275 17.074 1.4 0.3 0.5
H 14.628 22.620 10.984 -0.3 0.0 0.5
```
Forces are in eV/Å.

Results
**HOMO energy**: -8.311 eV
**Lowest unoccupied orbital energy**: 0.6 eV
**Largest force on an atom**: 3.6 eV/A
**Total charge**: 0
**SMILES**: CC1(C)CCCC(C)(C)N1O.COC[C@H](C)N.COC[C@H](C)N.COC[C@H](C)N.COC[C@H](C)N.COC[C@H](C)N.COC[C@H](C)N.COC[C@H](C)N.COC[C@H](C)N.COC[C@H](C)N.COC[C@H](C)N.COC[C@H](C)N
**ΔE to the lowest compared entry with this formula, charge and spin**: 10.6 kcal/mol



3.
Here is C3H3O2Rh as an isolated structure at a distorted geometry from the OMol25 dataset. Energies are from wB97M-V/def2-TZVPD.

Structure (XYZ):
```
9
Properties=species:S:1:pos:R:3:forces:R:3
C 2.125 -0.496 -0.113 5.1 -1.6 -1.6
H -1.071 1.699 -0.627 -0.1 -0.2 -0.4
Rh 0.211 0.195 1.928 -2.1 0.3 1.1
C -1.478 0.687 -0.506 -0.3 1.7 -0.7
H -2.502 0.540 -0.869 -0.1 0.0 0.3
O 1.905 -0.181 1.026 0.7 0.0 -0.9
O 2.793 -0.860 -0.991 -3.1 1.1 1.4
H -1.204 -1.297 0.046 0.7 -0.2 -0.3
C -0.779 -0.285 0.106 -1.0 -1.0 1.1
```
Forces are in eV/Å.

Results
**Spin multiplicity**: 5
**HOMO energy (spin up / spin down)**: -20.036 / -22.260 eV
**Lowest unoccupied orbital energy (spin up / spin down)**: -10.8 / -13.8 eV
**Largest force on an atom**: 5.6 eV/A
**Total charge**: +2
**ΔE to the lowest compared entry with this formula, charge and spin**: 38.7 kcal/mol



| no. | molecular weight (g mol⁻¹) |
| --- | --- |
| 1 | 83.09 |
| 2 | 1137.78 |
| 3 | 173.96 |